# 1
A 6-piece molecular cluster, C36H90N6O12 overall in a non-equilibrium geometry, computed with ωB97M-V with the def2-TZVPD basis set.

Element x y z (Å)
C1 -5.4989 -2.8847 35.4535
O1 -5.4550 -1.8326 36.4069
C2 -5.2665 -0.4456 35.8958
C3 -4.8797 0.6011 36.9769
N1 -4.7206 1.9524 36.4572
C4 -5.7100 2.9689 36.8554
C5 -7.2128 2.7197 36.4354
O2 -7.4235 2.6949 35.0352
C6 -7.2856 3.9641 34.3444
H1 -4.5435 -3.3305 35.1770
H2 -6.1664 -2.5210 34.6723
H3 -6.0406 -3.6940 35.9432
H4 -6.1502 -0.0321 35.4097
H5 -4.5132 -0.3994 35.1092
H6 -3.8371 0.5580 37.2918
H7 -5.4753 0.6346 37.8891
H8 -4.5570 1.8782 35.4633
H9 -5.3977 3.8760 36.3379
H10 -5.5415 3.3619 37.8581
H11 -7.7459 3.4752 37.0124
H12 -7.4428 1.7353 36.8433
H13 -6.2339 4.0034 34.0607
H14 -7.6341 4.7622 34.9999
H15 -7.9369 4.0271 33.4726
C7 7.6598 7.7976 39.6414
O3 7.5331 6.2962 39.4303
C8 6.2674 5.9068 38.9672
C9 6.2696 4.3662 38.7063
N2 4.9091 4.1138 38.1756
C10 3.8356 4.0772 39.2103
C11 3.5203 2.6282 39.3921
O4 2.3822 2.3692 40.2044
C12 2.5749 2.4397 41.6404
H16 7.4083 7.9073 40.6963
H17 6.7909 8.2264 39.1419
H18 8.5011 8.3606 39.2372
H19 5.7889 6.3513 38.0945
H20 5.5867 6.1917 39.7694
H21 6.4046 3.8558 39.6599
H22 7.1076 4.0761 38.0726
H23 4.6205 4.5864 37.3309
H24 2.8408 4.4278 38.9357
H25 4.0491 4.5272 40.1799
H26 4.3734 2.2676 39.9669
H27 3.4420 2.0726 38.4576
H28 3.5077 1.8964 41.7912
H29 1.7368 1.9617 42.1478
H30 2.6416 3.4965 41.8990
C13 5.7109 9.2508 32.9751
O5 4.7200 9.2198 33.8983
C14 3.9448 8.0897 33.7938
C15 2.9352 8.2554 32.5955
N3 1.9700 7.1331 32.4397
C16 0.9655 7.1018 33.4567
C17 -0.0630 6.0721 32.9614
O6 -0.7226 6.4122 31.6590
C18 -1.6824 5.4125 31.2922
H31 6.1716 10.2363 33.0436
H32 5.3015 9.2686 31.9651
H33 6.5180 8.5222 32.8989
H34 3.3218 7.9414 34.6758
H35 4.4645 7.1371 33.6906
H36 3.3894 8.2276 31.6051
H37 2.3572 9.1783 32.6424
H38 1.6557 7.2365 31.4854
H39 0.3078 7.9600 33.3182
H40 1.0936 6.8962 34.5195
H41 -0.8906 5.9690 33.6632
H42 0.5948 5.2030 32.9701
H43 -1.1717 4.5769 30.8136
H44 -2.3567 5.8312 30.5451
H45 -2.1726 4.9104 32.1263
C19 -3.6365 9.4418 33.9621
O7 -2.9571 9.7937 32.7317
C20 -3.6366 9.2644 31.6085
C21 -2.9926 9.8144 30.2896
N4 -1.5472 9.7147 30.1376
C22 -1.0777 9.8206 28.7678
C23 0.4718 9.5087 28.6840
O8 0.7425 8.1658 28.9949
C24 0.3164 7.1528 28.1195
H46 -3.6826 8.3625 34.1072
H47 -4.6287 9.8677 34.1115
H48 -2.9658 9.8070 34.7399
H49 -4.6559 9.6432 31.6831
H50 -3.7474 8.1835 31.6952
H51 -3.0031 10.8782 30.5268
H52 -3.6414 9.5142 29.4667
H53 -1.1676 8.8475 30.4898
H54 -1.3420 10.8067 28.3859
H55 -1.4958 9.0568 28.1120
H56 1.0872 10.1499 29.3151
H57 0.8925 9.6142 27.6840
H58 0.9168 6.8747 27.2533
H59 -0.7338 7.0818 27.8366
H60 0.4146 6.2260 28.6847
C25 9.3880 16.4027 35.2399
O9 9.1987 16.6895 36.6716
C26 9.5396 15.7741 37.7167
C27 11.0024 15.5722 38.0284
N5 11.4602 16.8822 38.0998
C28 11.0978 17.5532 39.3709
C29 12.2204 18.5517 39.8064
O10 11.9439 19.8126 39.2944
C30 13.0415 20.6827 39.3730
H61 10.4331 16.1054 35.1533
H62 9.2167 17.1928 34.5088
H63 8.8048 15.5035 35.0415
H64 9.0857 14.8477 37.3648
H65 9.0090 16.0138 38.6382
H66 11.3037 15.0886 37.0991
H67 11.2445 14.9293 38.8746
H68 10.9269 17.3636 37.3899
H69 10.8212 16.8730 40.1764
H70 10.1374 17.9846 39.0888
H71 13.1601 18.0267 39.6347
H72 12.0135 18.6551 40.8715
H73 12.7209 21.5831 38.8490
H74 13.9317 20.2903 38.8813
H75 13.2252 20.9734 40.4074
C31 -11.7823 3.1442 30.3849
O11 -11.6508 3.4943 28.9524
C32 -11.7860 2.5031 28.0131
C33 -10.4774 1.7498 27.7627
N6 -9.4759 2.6574 27.2257
C34 -8.1470 2.0672 27.0935
C35 -7.6099 1.0825 28.2780
O12 -6.2621 0.7899 28.1494
C36 -5.7265 0.1350 29.2755
H76 -10.8143 3.3705 30.8318
H77 -11.9042 2.0843 30.6080
H78 -12.4611 3.8139 30.9131
H79 -12.1307 2.9640 27.0874
H80 -12.5950 1.8160 28.2613
H81 -10.7257 0.9900 27.0217
H82 -10.0687 1.3724 28.7001
H83 -9.7136 3.6277 27.3744
H84 -7.4119 2.8702 27.0392
H85 -8.1474 1.4730 26.1797
H86 -8.2425 0.1984 28.1985
H87 -7.8380 1.3974 29.2963
H88 -6.4003 -0.1286 30.0908
H89 -4.9762 0.8163 29.6768
H90 -5.0577 -0.6678 28.9653

Calculated values
- SMILES: COCCNCCOC.COCCNCCOC.COCCNCCOC.COCCNCCOC.COCCNCCOC.COCCNCCOC
- Energy: -2656.4475 a.u.
- Charge: 0
- HOMO-LUMO gap: 0.3089 Ha
- ΔE to the lowest compared entry with this formula, charge and spin: 19.131 eV

Löwdin atomic charge list, values in e, 99 entries: -0.1191 -0.2027 -0.1583 -0.2113 -0.0876 -0.1950 -0.2175 -0.2029 -0.0748 0.0828 0.0840 0.0804 0.1064 0.1137 0.1084 0.1212 0.0990 0.0951 0.1113 0.1107 0.1094 0.0817 0.0860 0.0790 -0.0328 -0.1993 -0.2746 -0.1560 -0.0672 -0.2138 -0.2586 -0.2135 -0.0724 0.0811 0.0660 0.0800 0.1126 0.1083 0.1147 0.1152 0.1031 0.1227 0.1085 0.1038 0.1273 0.0812 0.0852 0.0788 -0.1637 -0.1505 -0.2210 -0.1758 -0.0646 -0.2335 -0.1872 -0.2114 -0.1183 0.0942 0.0778 0.0934 0.1109 0.1234 0.1064 0.1191 0.0943 0.1146 0.1280 0.1123 0.1165 0.0779 0.0823 0.0763 -0.0958 -0.1946 -0.2264 -0.1856 -0.0617 -0.1957 -0.1875 -0.2015 -0.1226 0.0776 0.0832 0.0849 0.1104 0.1066 0.1145 0.1139 0.0908 0.1172 0.0907 0.1191 0.1137 0.0850 0.0816 0.0805 -0.0441 -0.2254 -0.2399


# 2
A 7-piece molecular cluster, C36H92N6O13 overall in a non-equilibrium geometry, computed with ωB97M-V with the def2-TZVPD basis set.

Element x y z (Å)
O1 0.4133 -0.8814 0.1497
H1 1.0687 -0.6311 -0.5015
H2 -0.3759 -1.0615 -0.3610
C1 -4.8561 0.8334 2.5408
O2 -3.5123 1.0138 3.0688
C2 -2.5968 -0.0204 2.7174
C3 -1.1639 0.2565 3.2287
N1 -0.9691 -0.0244 4.6761
C4 -1.2325 1.2252 5.4693
C5 -1.3959 0.7988 6.9703
O3 -0.8966 1.8480 7.7143
C6 -1.1276 1.7018 9.0855
H3 -5.2659 1.8096 2.2815
H4 -5.5082 0.3359 3.2587
H5 -4.8537 0.3073 1.5862
H6 -2.5046 -0.1692 1.6416
H7 -2.9997 -0.9366 3.1491
H8 -0.7279 1.2154 2.9487
H9 -0.4995 -0.5201 2.8498
H10 -1.7500 -0.6342 4.8723
H11 -2.0618 1.8159 5.0801
H12 -0.3520 1.8677 5.4665
H13 -0.7579 -0.0356 7.2615
H14 -2.4285 0.6751 7.2966
H15 -0.5354 0.8143 9.3084
H16 -2.1768 1.6602 9.3780
H17 -0.7347 2.5839 9.5911
C7 -2.3223 2.4361 -0.0928
O4 -3.7105 2.7500 -0.4880
C8 -3.9781 4.1248 -0.7477
C9 -5.5153 4.2832 -0.6228
N2 -5.9499 4.4147 0.7807
C10 -7.4359 4.2820 0.9425
C11 -7.8772 4.5117 2.4092
O5 -7.5056 3.3634 3.2084
C12 -7.8412 3.5073 4.5786
H18 -2.1225 1.3718 -0.2165
H19 -2.1134 2.7082 0.9418
H20 -1.5753 2.8957 -0.7400
H21 -3.6227 4.4038 -1.7396
H22 -3.4445 4.7944 -0.0731
H23 -6.0642 3.4723 -1.1016
H24 -5.7287 5.1868 -1.1938
H25 -5.5976 3.6219 1.2979
H26 -7.6563 3.2767 0.5835
H27 -7.8586 5.0108 0.2509
H28 -8.9631 4.5923 2.3603
H29 -7.5020 5.4720 2.7630
H30 -8.9212 3.5267 4.7246
H31 -7.6747 4.5165 4.9551
H32 -7.3094 2.8226 5.2393
C13 0.5468 -4.6959 -0.5346
O6 1.3700 -5.3975 0.4646
C14 2.4701 -4.6191 0.9245
C15 3.5642 -5.5139 1.5885
N3 4.3122 -6.1165 0.5371
C16 5.3083 -7.0808 1.0696
C17 6.3296 -7.4926 0.0189
O7 5.7971 -8.6068 -0.7214
C18 6.8327 -9.1897 -1.4972
H33 0.0775 -3.7702 -0.2015
H34 -0.2450 -5.4032 -0.7814
H35 1.0419 -4.5935 -1.5003
H36 2.0302 -3.9139 1.6297
H37 2.8513 -4.0921 0.0498
H38 3.0190 -6.2334 2.1995
H39 4.2011 -4.8603 2.1846
H40 3.5963 -6.6487 0.0635
H41 4.6910 -7.9245 1.3781
H42 5.6257 -6.5910 1.9902
H43 7.2110 -7.7860 0.5893
H44 6.7204 -6.6407 -0.5375
H45 7.5912 -9.7118 -0.9138
H46 7.3595 -8.4219 -2.0639
H47 6.3975 -9.8917 -2.2083
C19 5.8571 -3.0708 -3.3469
O8 5.1501 -2.0304 -2.7101
C20 4.0420 -2.4321 -1.8785
C21 3.3240 -1.2672 -1.2040
N4 2.3082 -0.6239 -2.0441
C22 2.8148 0.5970 -2.6671
C23 1.9201 1.2972 -3.7145
O9 1.5525 0.3572 -4.6990
C24 0.6933 0.8625 -5.7304
H48 5.2294 -3.6057 -4.0596
H49 6.3388 -3.7051 -2.6028
H50 6.7046 -2.7131 -3.9316
H51 4.4753 -3.0217 -1.0706
H52 3.3637 -3.0339 -2.4833
H53 3.9664 -0.4994 -0.7729
H54 2.8684 -1.7562 -0.3430
H55 2.2190 -1.1885 -2.8768
H56 3.7963 0.4039 -3.0999
H57 3.0345 1.3395 -1.9000
H58 2.6195 2.0158 -4.1419
H59 1.0516 1.8156 -3.3083
H60 0.3682 -0.0226 -6.2772
H61 1.2556 1.5553 -6.3564
H62 -0.1943 1.3309 -5.3052
C25 -3.2146 -2.5069 -5.6837
O10 -2.5588 -2.4140 -4.4479
C26 -2.5389 -1.0686 -3.8550
C27 -1.4865 -0.9629 -2.7530
N5 -1.6802 -1.9428 -1.6625
C28 -2.9439 -1.9835 -1.0256
C29 -2.7621 -2.8409 0.1758
O11 -4.0262 -2.9947 0.8436
C30 -3.8969 -3.7046 2.0618
H63 -2.9346 -1.8231 -6.4850
H64 -4.2715 -2.2631 -5.5752
H65 -3.1814 -3.5342 -6.0467
H66 -3.5326 -0.9366 -3.4270
H67 -2.3627 -0.2989 -4.6064
H68 -1.4743 0.0393 -2.3246
H69 -0.4954 -0.9793 -3.2062
H70 -1.4883 -2.8504 -2.0621
H71 -3.7730 -2.3001 -1.6584
H72 -3.1736 -0.9358 -0.8312
H73 -2.0064 -2.3036 0.7489
H74 -2.3689 -3.8289 -0.0633
H75 -3.2515 -3.1468 2.7403
H76 -3.3784 -4.6575 1.9563
H77 -4.8409 -3.8323 2.5917
C31 5.6288 5.3715 -4.3638
O12 4.2321 5.3120 -4.3523
C32 3.5956 5.1755 -3.1041
C33 3.8819 6.3019 -2.1706
N6 2.8633 6.5840 -1.1282
C34 3.1651 5.8454 0.1229
C35 2.6875 4.3435 0.1863
O13 2.0742 3.9860 1.4134
C36 1.3857 2.7379 1.3783
H78 6.0633 6.2572 -3.9003
H79 6.0189 5.3046 -5.3794
H80 6.1898 4.6352 -3.7883
H81 4.0134 4.2212 -2.7832
H82 2.5140 5.0409 -3.1182
H83 4.0389 7.1384 -2.8516
H84 4.8494 6.2176 -1.6757
H85 2.7957 7.5704 -0.9219
H86 2.7677 6.3542 1.0011
H87 4.2145 5.9909 0.3791
H88 3.5952 3.7625 0.0235
H89 2.0279 4.1633 -0.6626
H90 1.7008 1.9620 0.6806
H91 0.3074 2.8858 1.3187
H92 1.6638 2.3061 2.3397

Calculated values
- Energy: -2732.7526 a.u.
- Charge: +1
- HOMO-LUMO gap (alpha / beta): 0.2590 / 0.0576 Ha
- Multiplicity: 2
- <S²>: 0.755
- ΔE to the lowest compared entry with this formula, charge and spin: 0.000 eV

Löwdin atomic charge list, values in e, 99 entries: -0.0733 -0.0319 -0.0251 -0.0542 -0.1959 -0.2116 -0.1876 -0.0573 -0.1611 -0.2336 -0.2229 -0.1128 0.0587 0.0903 0.0842 0.0911 0.1076 0.0991 0.1006 0.0871 0.1066 0.1094 0.1208 0.1188 0.0903 0.0876 0.0892 -0.0732 -0.1967 -0.2196 -0.2049 -0.0649 -0.1809 -0.1946 -0.1966 -0.1161 0.0603 0.0770 0.0703 0.1088 0.1169 0.1137 0.1107 0.0701 0.1142 0.1153 0.1147 0.1205 0.0824 0.0767 0.0903 -0.0739 -0.1965 -0.2100 -0.2266 -0.0807 -0.1795 -0.2183 -0.1750 -0.1201 0.0598 0.0820 0.0803 0.1203 0.0818 0.1220 0.1188 0.1081 0.1219 0.1144 0.1119 0.1167 0.0851 0.0810 0.0878 -0.1127 -0.2041 -0.1907 -0.1823 -0.0558 -0.2005 -0.2209 -0.2030 -0.0771 0.0884 0.0843 0.0838 0.1120 0.1261 0.1277 0.0962 0.1025 0.1177 0.0973 0.1090 0.1145 0.0934 0.0886 0.0788